Record 1
The following is a quantum chemistry calculation of a cluster of 5 separate species, C5H11Cl8NO2 in total, from the OMol25 dataset.

Values from the calculation:
Frontier orbital gap in eV: 10.658
ΔE to the lowest compared entry with this formula, charge and spin in kcal/mol: 0.0
SMILES: C[N+](=O)[O-].ClCCl.ClCCl.ClCCl.ClCCl
Charge: 0
E in Eh: -4083.77478

Each line ends with the Löwdin charge.
Cartesian coordinates (Å):
C 1.2232 0.8199 -1.8751  0.0475
N 0.0383 0.0898 -1.3601  -0.4537
O -1.0423 0.5577 -1.6123  0.0640
O 0.2367 -0.8847 -0.6824  0.0322
H 0.8790 1.4379 -2.6997  0.0997
H 1.9947 0.1413 -2.2202  0.1015
H 1.5911 1.4716 -1.0872  0.0540
C -1.2258 -3.4133 -2.5910  -1.0287
Cl -0.6176 -4.0905 -4.1199  0.4964
Cl -2.9682 -3.7105 -2.3726  0.4844
H -0.6967 -3.8434 -1.7518  0.0117
H -1.0894 -2.3418 -2.6408  -0.0040
C -2.1566 1.6191 1.1304  -1.0130
Cl -0.6626 1.1080 1.9572  0.5272
Cl -3.2460 2.4893 2.2092  0.5269
H -1.9061 2.2970 0.3258  0.0177
H -2.6397 0.7167 0.7788  0.0209
C -0.6497 -2.5847 2.0905  -1.0407
Cl -1.1388 -2.7091 3.7644  0.5322
Cl -2.0079 -2.8229 0.9507  0.5001
H -0.2823 -1.5899 1.8632  -0.0495
H 0.1112 -3.3100 1.8263  0.0302
C 3.2933 3.6071 1.7098  -1.0251
Cl 3.4107 3.4214 -0.0309  0.5241
Cl 2.7115 5.2324 2.1443  0.4980
H 2.5847 2.8979 2.1285  0.0160
H 4.2550 3.3936 2.1651  0.0297


Record 2
The following is a quantum chemistry calculation of a structure of composition C5H11ClCoCrNSe, from the OMol25 dataset.

Values from the calculation:
Frontier orbital gap (alpha / beta) in eV: 7.215 / 7.326
Multiplicity: 8
Charge: -1
E in Eh: -5540.62013

Each line ends with the Löwdin charge.
Cartesian coordinates (Å):
Cr 1.4343 -0.0480 -1.7068  0.2975
Cl 3.2312 1.1341 -2.5636  -0.1113
C 0.3023 0.3267 -3.4163  -0.2674
C 2.2924 -1.9242 -1.9608  -0.2319
H 0.7202 -0.2487 -4.2621  -0.0057
H -0.7674 0.0931 -3.3366  -0.0228
H 0.4082 1.4022 -3.6753  -0.0159
H 2.0978 -2.1915 -3.0066  0.0029
H 1.9702 -2.7702 -1.3397  -0.0135
H 3.3701 -1.7928 -1.8470  -0.0171
Co -0.6796 -0.2331 0.2429  0.5572
C 1.0905 -0.5840 1.1041  -0.2597
C -0.1689 -1.4033 -1.1252  -0.3047
H 1.5232 -1.5885 0.9884  -0.0068
H 1.8660 0.1680 0.8838  -0.0125
H 0.7832 -0.4628 2.1615  -0.0153
H 0.1042 -2.3780 -0.6442  -0.0056
H -0.8959 -1.6121 -1.9340  -0.0088
Se -3.1714 3.7086 1.0654  0.4783
C -2.2875 2.2331 0.7689  -0.9416
N -1.6478 1.2370 0.5756  -0.0952